A molecular structure, C35H36Cl3GeN3O3Y, computed with ωB97M-V/def2-TZVPD.

The geometry in XYZ format:
```
82
Properties=species:S:1:pos:R:3:forces:R:3
Y -2.50345 0.93194 -2.19301 0.158 0.275 -0.234
Cl -0.33647 1.92416 4.94911 0.032 -0.035 0.000
C -0.98461 1.40232 3.46007 0.031 -0.120 -0.028
C -1.27624 0.05699 3.24950 0.021 0.133 0.044
C -1.83885 -0.36727 2.04614 -0.009 -0.022 -0.010
Cl -2.19761 -2.03824 1.83395 0.022 -0.013 -0.004
C -2.10493 0.52230 1.02457 0.029 0.155 0.039
O -2.72014 0.10585 -0.13857 -0.151 -0.071 -0.171
C -1.73634 1.88426 1.20471 0.044 -0.036 -0.075
C -1.71392 2.86198 0.16773 0.076 -0.128 -0.030
O -1.95111 2.64615 -1.05297 -0.038 0.101 0.352
C -1.19648 2.30546 2.43600 -0.044 -0.039 -0.105
H -1.07041 -0.67121 4.02748 0.018 0.009 0.032
H -1.41907 3.87961 0.43690 -0.030 -0.007 0.013
H -0.90913 3.34158 2.56649 -0.032 0.012 0.014
C 4.06427 2.26132 1.29406 0.022 0.022 0.017
C 3.15604 1.78809 0.15224 -0.032 0.007 -0.020
C 2.89539 3.02968 -0.71368 0.022 -0.039 -0.002
C 1.83911 1.31464 0.78370 0.034 -0.008 0.009
C 3.87606 0.67167 -0.68565 -0.038 0.014 0.023
O 5.16064 1.13911 -1.06668 0.019 0.051 -0.041
C 3.97701 -0.73147 -0.05537 -0.029 -0.009 -0.026
C 4.64682 -0.94602 1.31747 0.029 -0.013 -0.003
C 3.67088 -1.13216 2.45965 0.020 0.010 0.060
C 2.64479 -2.07089 2.35136 0.010 -0.022 -0.006
C 1.74776 -2.28277 3.38535 0.010 0.036 0.015
C 1.87157 -1.54019 4.55189 -0.010 0.005 -0.025
Cl 0.75134 -1.80913 5.85212 -0.077 0.050 -0.032
C 2.89369 -0.61902 4.70010 -0.004 -0.016 -0.028
C 3.78944 -0.43040 3.65479 0.011 0.003 -0.009
C 3.28023 0.48642 -2.11398 0.032 0.009 0.034
N 1.85230 0.14326 -2.18135 -0.060 0.003 0.055
C 0.85254 0.88341 -2.61106 0.012 0.058 -0.012
N -0.30742 0.22571 -2.43174 -0.100 -0.130 -0.014
C 0.10653 -0.97207 -1.88084 0.045 -0.011 0.052
N 1.39199 -1.04392 -1.72443 -0.026 -0.002 -0.067
H 3.56625 3.06731 1.83609 -0.003 -0.001 -0.004
H 5.00242 2.66322 0.91468 0.012 -0.007 -0.002
H 4.27245 1.47722 2.01290 -0.010 0.018 0.010
H 2.61416 3.86744 -0.07377 -0.003 0.001 -0.002
H 2.08287 2.89541 -1.43113 -0.034 -0.020 -0.035
H 3.79175 3.32423 -1.25970 0.004 -0.003 0.004
H 1.43378 2.14010 1.37456 -0.014 0.009 0.012
H 1.98517 0.46961 1.45890 -0.008 0.018 -0.018
H 1.07854 1.03302 0.04839 -0.040 -0.014 -0.061
H 5.81337 0.91093 -0.39685 0.041 -0.017 0.029
H 4.52597 -1.32067 -0.79328 0.004 0.000 -0.013
H 2.98067 -1.16674 -0.01822 0.001 -0.009 0.008
H 5.36659 -0.16287 1.56200 -0.006 -0.029 -0.010
H 5.23894 -1.86059 1.24265 0.000 0.001 0.008
H 2.56452 -2.68383 1.46060 -0.004 0.004 -0.008
H 0.98827 -3.05027 3.31304 -0.018 0.003 -0.003
H 3.00480 -0.07392 5.62727 -0.003 -0.001 0.008
H 4.60633 0.26806 3.79277 -0.001 -0.006 0.003
H 3.82144 -0.31452 -2.61265 0.007 0.003 0.012
H 3.41622 1.39935 -2.68874 -0.010 0.009 0.016
H 0.97124 1.86198 -3.04614 0.020 0.022 0.014
H -0.55767 -1.77982 -1.61225 0.018 0.030 0.012
Ge -4.36852 -1.01544 -0.28563 -0.039 -0.216 0.199
C -3.74886 -2.61052 -1.12316 -0.090 -0.079 0.053
C -4.05240 -3.84700 -0.55042 0.003 0.061 0.020
C -3.57613 -5.01752 -1.12214 0.002 -0.040 -0.017
C -2.77913 -4.96622 -2.25671 -0.010 -0.038 0.001
C -2.46708 -3.74418 -2.84120 -0.027 0.041 -0.015
C -2.96481 -2.58094 -2.27846 0.046 0.020 -0.042
C -4.99502 0.27273 -1.63711 0.114 -0.040 -0.140
C -4.94237 -0.07565 -3.00015 -0.019 -0.105 0.042
C -4.83406 0.91014 -3.98664 0.001 -0.042 -0.037
C -4.81651 2.25701 -3.62168 0.001 0.077 0.028
C -4.98847 2.61969 -2.28038 0.016 0.024 -0.031
C -5.07469 1.63514 -1.29965 0.020 -0.006 0.029
H -5.03687 -0.97206 1.07139 0.010 0.063 0.006
H -4.66204 -3.90618 0.34254 -0.014 -0.005 0.041
H -3.82807 -5.97142 -0.67909 0.005 -0.003 0.001
H -2.40704 -5.88070 -2.69870 0.002 -0.006 0.007
H -1.86079 -3.70879 -3.73659 0.002 0.006 -0.003
H -2.73722 -1.64718 -2.80728 0.014 0.005 0.036
H -4.94613 -1.11943 -3.29589 -0.006 0.031 0.030
H -4.77284 0.63032 -5.03179 -0.013 -0.010 -0.003
H -4.71862 3.02319 -4.38134 -0.001 0.008 -0.001
H -5.03590 3.66662 -2.00765 0.000 0.000 0.001
H -5.15665 1.93256 -0.25946 0.012 0.010 0.000
```
Positions in Å, forces in eV/Å.

The total charge is +3. Its LUMO energy is -10.13 eV. The value obtained for the gap between HOMO and LUMO is 4.7 eV. The value obtained for the HOMO energy is -0.5462 Ha. As for the molar mass: 814.57 g mol⁻¹. The value obtained for the relative energy (zero: lowest compared OMol25 entry of this formula, charge and spin) is 0.00 kJ/mol.

These are the Mulliken partial charges, in e, on atoms 1 to 4: 1.10 -0.11 -0.04 -0.68